# 1
Computed, not measured: one molecule with the formula C14H17N3O3, with ωB97M-V/def2-TZVPD.

```
37
Properties=species:S:1:pos:R:3:forces:R:3:lowdin_charge:R:1
C 0.93340 -2.37997 1.23423 1.7 -0.1 0.3 -0.0711
C -0.50032 -2.74692 1.33401 -1.7 -0.1 0.1 -0.3877
N -0.83532 -3.53716 0.15221 0.9 -1.2 -0.5 0.0154
C -1.32791 -1.43406 1.29870 0.8 -0.6 1.6 -0.4745
O -1.62292 -0.81213 2.31975 -0.1 -0.4 -0.5 0.0438
N -1.58576 -1.01251 0.07663 -0.2 0.8 -1.5 0.1135
C -2.39340 0.18355 -0.16561 0.7 -1.0 0.6 -0.2032
C -1.71857 1.48034 0.20984 1.1 1.7 0.0 -0.0734
C -0.38872 1.78099 -0.48482 -0.5 -1.1 1.7 -0.1745
C -0.27557 2.31432 -1.69932 -0.7 0.2 -2.5 -0.0686
N 1.05863 2.44774 -2.04541 1.3 0.0 0.0 0.0667
C 1.87127 2.02471 -0.99126 -1.7 -0.3 0.9 -0.1848
C 3.25187 2.03529 -0.76260 0.7 -0.7 0.3 -0.0314
C 3.68876 1.56829 0.48867 -0.7 0.6 0.3 -0.0871
C 2.77526 1.23005 1.53768 1.1 0.3 -1.4 -0.0957
C 1.42821 1.22999 1.29726 -0.1 -0.4 -0.1 -0.0513
C 0.94887 1.58055 0.03457 0.6 0.8 -0.7 -0.1091
C -2.72775 0.17389 -1.62260 -1.5 -0.4 -0.9 -0.4429
O -3.43339 0.99711 -2.16057 0.8 -0.6 0.2 0.1119
O -2.25999 -0.94630 -2.29316 -1.1 1.4 -0.7 0.0740
H 1.30872 -1.79393 2.10515 -0.3 -0.4 -0.7 0.0956
H 1.15011 -1.84735 0.27926 -0.2 -0.2 0.7 0.0982
H 1.48327 -3.33755 1.19444 0.2 0.4 0.1 0.0809
H -0.77896 -3.33020 2.24424 0.5 0.9 -0.2 0.1512
H -0.20612 -4.38132 0.07300 -1.1 1.3 0.2 0.1047
H -1.80351 -3.83384 0.18584 0.1 -0.2 0.0 0.0813
H -1.21887 -1.48737 -0.75996 -0.3 -0.1 1.1 0.1337
H -3.27714 0.09824 0.49632 0.0 0.1 -0.7 0.1782
H -1.56505 1.45798 1.30024 -0.2 0.2 -0.4 0.1192
H -2.34355 2.35208 -0.08836 -0.1 -0.8 0.6 0.1365
H -1.11864 2.54730 -2.42159 1.4 -0.2 1.0 0.1518
H 1.45067 2.53401 -2.97314 -0.5 0.2 0.1 0.1494
H 4.02296 2.30279 -1.51105 -0.8 0.0 0.4 0.1102
H 4.75358 1.57334 0.70749 -0.1 -0.1 -0.1 0.0923
H 3.15008 0.97999 2.51293 0.2 -0.2 0.2 0.0931
H 0.78954 0.86532 2.08271 -0.5 0.2 0.1 0.1047
H -2.68373 -0.87725 -3.18575 0.6 -0.1 0.8 0.1489
```
Positions in Å, forces in eV/Å.

Relative energy (zero: lowest compared OMol25 entry of this formula, charge and spin)   27.1 kcal per mole
SMILES   C[C@H](N)C(=O)N[C@@H](Cc1c[nH]c2ccccc12)C(=O)O
Max |F|   2.63 eV/A
Frontier orbital gap   8.56 eV
E_HOMO   -8.021 eV
Total energy   -933.71308 hartree


# 2
Computed, not measured: a 9-piece molecular cluster, C44H115N9O13 overall, with ωB97M-V/def2-TZVPD.

```
181
Properties=species:S:1:pos:R:3:forces:R:3:lowdin_charge:R:1
C 3.45118 -2.11180 -1.46207 0.1 -0.8 -1.6 -0.1159
O 4.51944 -1.31118 -1.03345 0.0 0.3 0.8 -0.1916
C 5.52076 -1.07185 -1.99086 0.3 -0.1 -0.3 -0.2101
C 6.21084 -2.32685 -2.54258 0.4 -0.3 0.0 -0.4465
C 7.31417 -2.83910 -1.61138 -0.5 0.2 -0.2 -0.0547
N 6.77196 -2.14057 -3.88021 -0.2 0.3 -0.3 0.0344
H 2.51787 -1.89687 -0.95355 0.2 0.1 0.4 0.0637
H 3.69768 -3.18021 -1.42934 -0.2 0.0 0.7 0.0848
H 3.26049 -2.00684 -2.54540 -0.1 0.5 0.2 0.0914
H 5.09683 -0.47987 -2.81492 0.0 -0.1 -0.1 0.1190
H 6.29456 -0.47242 -1.50376 -0.2 0.2 0.1 0.1263
H 5.47942 -3.13310 -2.60815 -0.2 0.1 -0.1 0.1176
H 6.93103 -2.84779 -0.58996 0.2 -0.1 0.1 0.0771
H 8.18145 -2.17795 -1.67524 0.0 0.0 0.1 0.0770
H 7.59962 -3.84597 -1.90817 0.1 0.0 0.1 0.0779
H 7.67694 -1.68456 -3.88650 0.0 -0.1 0.3 0.0661
H 6.17408 -1.54113 -4.43918 -0.1 -0.2 -0.1 0.0635
C 6.38429 3.90870 2.06209 -0.2 0.2 -0.6 -0.1162
O 5.26261 3.67030 2.87878 0.4 -0.3 0.1 -0.1874
C 4.03735 3.90962 2.22435 -0.2 0.5 0.5 -0.2119
C 3.73787 2.95422 1.09599 0.2 -1.4 -0.6 -0.4517
C 2.30958 3.04485 0.59477 0.1 1.3 -0.5 -0.0678
N 3.98723 1.56724 1.53548 0.3 0.0 0.4 0.0589
H 6.37212 4.93720 1.67404 0.1 0.0 0.2 0.0924
H 6.38953 3.26110 1.17492 0.1 -0.1 0.1 0.0782
H 7.29368 3.72744 2.62624 -0.1 0.0 0.2 0.0891
H 3.27969 3.82590 3.00721 0.0 -0.1 -0.1 0.1331
H 4.02637 4.95392 1.88068 -0.1 -0.1 -0.2 0.1309
H 4.39747 3.17624 0.24314 -0.1 0.2 0.0 0.1268
H 2.23602 3.97271 0.01034 -0.2 0.0 0.1 0.0824
H 1.57088 3.12349 1.39096 0.0 -0.3 0.1 0.0714
H 2.06489 2.25806 -0.11730 0.0 -0.3 0.2 0.0732
H 3.99532 0.91882 0.75452 -0.2 0.1 -0.2 0.0595
H 4.92088 1.50068 1.93024 -0.1 0.1 0.2 0.0633
C 0.44431 5.53644 -7.40197 0.4 0.0 -0.2 -0.1089
O 0.66187 5.72571 -6.01740 0.0 -0.1 -0.2 -0.1822
C -0.26266 6.60781 -5.42551 -0.6 0.5 0.6 -0.2250
C -1.19089 5.93795 -4.40263 -0.1 -0.4 -1.0 -0.4093
C -0.36819 5.36911 -3.26452 1.2 0.2 0.0 -0.0594
N -1.98400 4.89561 -5.09624 0.2 0.5 0.3 0.0574
H 0.37088 6.50184 -7.90854 -0.3 0.0 -0.1 0.0886
H -0.42996 4.91370 -7.60951 -0.2 0.2 0.0 0.0814
H 1.30365 5.02711 -7.84108 0.1 0.0 0.3 0.0874
H 0.23646 7.42125 -4.88475 0.4 -0.2 -0.1 0.1251
H -0.88810 7.11808 -6.16420 0.0 -0.2 -0.3 0.1209
H -1.85305 6.77264 -4.14917 -0.1 -0.3 0.6 0.1308
H 0.12875 6.18324 -2.72486 -0.3 -0.1 0.3 0.0797
H 0.47175 4.81032 -3.69876 -0.2 0.0 -0.1 0.0829
H -0.83422 4.66073 -2.58247 -0.5 0.3 0.0 0.0581
H -2.18879 4.16329 -4.42840 -0.2 0.1 0.0 0.0280
H -1.38222 4.49097 -5.80173 0.0 -0.2 0.0 0.0395
C -5.38990 -0.06211 -1.25898 0.3 -0.2 -0.5 -0.0958
O -4.64808 0.21165 -0.09390 0.2 -0.3 0.0 -0.2306
C -5.29907 -0.19997 1.10056 0.2 0.6 0.1 -0.1772
C -6.14126 0.94181 1.66610 -0.2 0.5 0.0 -0.4327
C -5.26674 1.89106 2.48299 0.3 0.2 0.5 -0.0695
N -7.26003 0.47541 2.45787 0.4 0.2 0.7 0.0426
H -4.73114 0.10697 -2.11388 -0.1 0.4 0.1 0.0820
H -6.27886 0.56958 -1.33129 -0.1 -0.1 -0.1 0.0907
H -5.65056 -1.12484 -1.35038 -0.2 0.1 0.3 0.0907
H -5.86372 -1.11815 0.91713 -0.1 0.0 0.1 0.1227
H -4.49683 -0.37348 1.82290 -0.1 -0.4 0.0 0.1169
H -6.45889 1.60953 0.84650 -0.1 -0.6 -0.3 0.1268
H -4.35727 2.12575 1.92645 -0.1 0.2 -0.1 0.0505
H -4.93012 1.52148 3.45763 -0.2 -0.5 -0.2 0.0836
H -5.80770 2.81423 2.70870 0.0 0.0 -0.2 0.0776
H -7.75721 -0.36392 2.21893 0.0 0.1 -0.5 0.0633
H -7.86341 1.23617 2.72397 -0.2 -0.2 0.0 0.0725
C 0.29991 -4.06546 3.99307 1.1 -1.0 -0.1 -0.0877
O -0.14038 -5.28722 4.56961 -0.5 0.6 0.2 -0.1788
C 0.74866 -5.95689 5.41340 0.0 -1.1 0.8 -0.2285
C 1.34600 -7.20167 4.73728 0.7 0.2 -0.5 -0.4225
C 2.43556 -7.83172 5.59021 -0.6 0.3 1.2 -0.0655
N 1.90423 -6.96039 3.40490 -0.6 -0.4 -0.1 0.0555
H 0.93667 -3.48663 4.67157 -0.4 0.2 0.3 0.0864
H -0.56887 -3.51641 3.65323 0.0 0.1 -0.1 0.0838
H 0.98859 -4.34706 3.18796 -0.3 0.5 -0.4 0.0744
H 1.54655 -5.37032 5.88701 -0.1 0.5 -0.5 0.1075
H 0.16070 -6.31488 6.27109 0.0 0.0 -0.1 0.1266
H 0.51870 -7.90331 4.59699 0.1 -0.1 0.0 0.1351
H 2.96572 -8.61800 5.06359 0.1 0.0 -0.1 0.0703
H 2.00588 -8.23791 6.51483 -0.1 -0.2 -0.2 0.0780
H 3.11076 -7.06453 5.98546 0.3 0.0 -0.5 0.0664
H 2.80855 -6.50233 3.35492 -0.2 0.2 0.3 0.0323
H 1.19517 -6.52894 2.82889 0.3 0.2 -0.2 0.0650
C -1.77884 1.69162 -4.03938 -0.8 -1.0 0.0 -0.0948
O -2.00049 2.30503 -2.79077 0.2 0.6 -0.2 -0.1929
C -1.72263 1.49002 -1.68691 1.5 -0.8 -0.2 -0.2362
C -1.82781 2.30773 -0.41556 -0.7 0.2 0.5 -0.1826
N -1.98576 1.52617 0.79874 -0.3 -0.6 0.7 -0.0484
C -0.79023 0.76930 1.17808 0.7 0.9 -2.6 -0.2027
C -0.99887 -0.48193 1.99373 -0.2 0.4 0.6 -0.2021
O -0.11374 -1.49818 1.58113 0.0 0.2 0.6 -0.2084
C 1.23170 -1.14734 1.80419 1.0 -0.8 -0.3 -0.1157
H -2.70578 1.15383 -4.28149 0.2 -0.1 -0.4 0.0971
H -0.96805 0.95285 -4.05392 0.1 0.2 0.3 0.0874
H -1.57235 2.41645 -4.81619 0.0 0.2 0.1 0.0632
H -0.70566 1.07309 -1.83242 0.0 0.3 0.2 0.1128
H -2.30990 0.55849 -1.62577 -0.7 0.5 -0.1 0.1048
H -2.72700 2.92442 -0.52369 0.0 0.0 0.0 0.1041
H -1.00575 3.01101 -0.26048 0.2 -0.1 -0.3 0.1214
H -2.73600 0.85782 0.64755 -0.1 0.2 -0.1 0.0631
H -0.01536 1.48760 1.47131 -0.3 -0.2 1.1 0.1026
H -0.29432 0.45273 0.23235 -0.3 -0.6 0.2 0.1052
H -2.00065 -0.90527 1.88488 -0.1 0.2 -0.3 0.1184
H -0.89442 -0.24676 3.06379 0.2 -0.2 0.0 0.1283
H 1.79094 -2.08730 1.81604 0.0 0.0 0.1 0.0829
H 1.44213 -0.64057 2.75084 -0.4 0.1 0.0 0.0998
H 1.67594 -0.55934 0.99204 -0.3 0.2 0.0 0.0717
C -5.15461 4.37056 -0.13418 1.0 -0.6 -0.5 -0.1283
O -6.44682 4.71750 0.26290 0.0 0.0 0.5 -0.1873
C -7.25951 5.40538 -0.65368 -0.9 0.4 -0.7 -0.2235
C -6.61672 6.68772 -1.20151 0.9 -0.8 0.3 -0.2121
N -6.15911 7.58717 -0.12533 -0.9 -0.7 -0.2 -0.0368
C -7.28013 8.31443 0.52448 0.9 -0.5 -0.1 -0.1999
C -6.73655 9.52570 1.21517 -0.6 1.4 -0.3 -0.2727
O -6.04674 9.15361 2.37887 0.1 0.0 -0.2 -0.1812
C -5.19548 10.16520 2.86575 0.0 -0.6 1.0 -0.1150
H -4.62108 3.95041 0.71590 -0.2 0.2 0.2 0.0710
H -4.55316 5.19830 -0.52026 -0.1 0.2 0.1 0.0852
H -5.10692 3.58086 -0.90070 -0.4 0.1 -0.1 0.0945
H -8.17376 5.60796 -0.09182 0.0 0.1 0.0 0.1188
H -7.55978 4.78869 -1.51437 0.2 -0.2 0.1 0.1220
H -7.18642 7.15022 -2.00608 -0.4 0.2 0.3 0.1174
H -5.71962 6.31105 -1.70310 0.1 0.3 -0.2 0.0946
H -5.90381 6.88082 0.56461 0.6 0.5 0.2 0.0905
H -7.72606 7.68924 1.30657 -0.4 0.1 -0.2 0.1236
H -8.00510 8.59323 -0.23917 -0.1 0.1 0.1 0.1207
H -7.55479 10.23188 1.45843 -0.1 -0.3 0.3 0.1227
H -6.13391 10.13434 0.52548 0.4 -0.5 0.0 0.1228
H -4.26317 10.22574 2.29982 -0.2 0.3 -0.3 0.0899
H -4.92582 9.84702 3.87735 0.1 0.1 -0.1 0.0864
H -5.71475 11.12121 2.97981 0.1 0.1 -0.4 0.0872
C 0.00851 -4.01020 -6.42228 0.2 -0.2 -0.2 -0.1326
O -0.65823 -4.71694 -5.41059 -0.6 0.4 0.3 -0.1816
C -0.27904 -4.32495 -4.09783 1.0 -1.1 -0.5 -0.2219
C -0.36337 -2.85445 -3.78958 -0.1 -0.1 0.1 -0.2173
N 0.05582 -2.63916 -2.39176 -0.1 -0.3 -1.5 -0.0422
C -0.81365 -3.16535 -1.35539 0.2 1.9 1.5 -0.2002
C -2.26930 -2.72179 -1.36674 -0.2 -0.5 0.2 -0.2090
O -3.06642 -3.39592 -2.32200 0.0 0.6 -0.6 -0.2019
C -3.56454 -4.62508 -1.89966 -0.5 -0.2 0.6 -0.1211
H -0.21928 -4.53489 -7.34860 0.0 0.2 -0.1 0.0883
H 1.09911 -4.02218 -6.27734 0.0 0.0 0.0 0.0922
H -0.30501 -2.96401 -6.50030 -0.1 0.0 0.0 0.0809
H 0.75331 -4.69386 -3.96896 0.1 0.4 0.2 0.1284
H -0.84906 -4.94769 -3.40868 -0.4 0.3 -0.1 0.1169
H -1.36863 -2.48468 -4.03839 -0.1 -0.1 0.3 0.1210
H 0.31764 -2.28495 -4.42703 0.2 -0.1 0.1 0.1090
H 0.14689 -1.63218 -2.33737 0.0 0.0 0.7 0.0942
H -0.42385 -2.66082 -0.45787 -0.1 -0.2 0.1 0.1014
H -0.70642 -4.21428 -1.08037 0.1 -0.2 -0.8 0.1195
H -2.38513 -1.65520 -1.57053 0.3 0.0 -0.1 0.1072
H -2.66325 -2.88200 -0.35007 -0.1 0.0 -0.1 0.1260
H -4.52217 -4.51189 -1.36864 0.1 0.1 0.0 0.0859
H -2.87696 -5.09684 -1.19014 0.0 -0.3 -0.3 0.0870
H -3.76642 -5.24839 -2.76736 0.3 -0.1 0.0 0.0910
C 4.49506 -2.01674 3.55632 -0.4 1.8 -0.6 -0.1331
O 3.80929 -3.23028 3.55627 0.2 0.0 0.1 -0.2078
C 4.00155 -3.99038 4.74503 -0.8 0.0 0.0 -0.2135
C 5.22724 -4.86202 4.65894 0.5 -0.4 -0.6 -0.1848
N 5.07064 -5.94097 3.66297 -0.7 0.8 0.8 -0.0510
C 5.43626 -5.57206 2.31122 1.3 -1.2 -0.7 -0.2017
C 5.00047 -6.65047 1.31757 -1.4 0.8 1.1 -0.2293
O 5.72884 -7.82585 1.56475 0.6 0.0 -0.1 -0.1801
C 4.93387 -8.96268 1.77840 -0.7 -0.3 0.2 -0.1168
H 5.58556 -2.04533 3.63171 0.0 -0.4 0.3 0.0878
H 4.07657 -1.29042 4.27036 0.3 -0.4 0.6 0.0939
H 4.28259 -1.45999 2.63335 0.0 -0.6 -0.3 0.0756
H 3.09296 -4.59001 4.80168 0.2 -0.3 0.0 0.0794
H 3.96920 -3.33904 5.62854 0.4 0.1 -0.1 0.1298
H 5.47823 -5.35485 5.59932 -0.3 0.3 0.2 0.1195
H 6.09078 -4.23131 4.39799 0.0 0.0 0.1 0.1141
H 5.53948 -6.75181 4.03581 0.2 -0.2 -0.6 0.1124
H 6.53439 -5.56279 2.16553 0.0 0.4 0.3 0.1241
H 5.04812 -4.59482 2.04635 -0.3 0.0 0.1 0.1111
H 5.05788 -6.23865 0.30599 0.3 -0.5 -0.2 0.1201
H 3.94837 -6.85539 1.55425 -0.1 0.0 -0.4 0.1002
H 4.35881 -9.21863 0.88062 0.2 -0.2 -0.1 0.0915
H 4.18033 -8.83918 2.57109 0.2 0.4 0.0 0.0705
H 5.56845 -9.78399 2.10516 0.2 0.0 -0.3 0.0862
```
Positions in Å, forces in eV/Å.

Relative energy (zero: lowest compared OMol25 entry of this formula, charge and spin)   51.3 kcal per mole
SMILES   COC[C@H](C)N.COC[C@H](C)N.COC[C@H](C)N.COC[C@H](C)N.COC[C@H](C)N.COCCNCCOC.COCCNCCOC.COCCNCCOC.COCCNCCOC
Max |F|   2.84 eV/A
Frontier orbital gap   8.79 eV
E_HOMO   -8.431 eV
Total energy   -3215.98923 hartree


# 3
Computed, not measured: one molecule with the formula C5H8O, with ωB97M-V/def2-TZVPD.

```
14
Properties=species:S:1:pos:R:3:forces:R:3:lowdin_charge:R:1
C 0.05989 -1.99824 0.02845 0.0 0.1 0.0 0.0165
C 0.54235 -0.91818 -0.57464 0.0 -0.2 0.0 -0.1526
C 0.39705 0.49985 -0.09068 0.0 -0.1 0.0 -0.3479
C -0.32536 0.66921 1.24699 0.0 0.0 0.0 -0.0826
C -0.26325 1.32023 -1.19107 0.0 0.0 -0.3 -0.2309
O -0.37392 0.96066 -2.33763 0.0 0.2 0.5 0.0574
H -0.44824 -1.95473 0.98860 0.1 0.0 -0.1 0.0527
H 0.14097 -2.97538 -0.43857 0.1 0.1 0.1 0.0564
H 1.02751 -1.01773 -1.54307 -0.1 0.0 0.1 0.1056
H 1.39867 0.95395 0.01333 -0.1 -0.1 -0.1 0.1517
H -1.31791 0.20668 1.22653 0.1 0.1 0.0 0.0850
H 0.24804 0.20402 2.05498 -0.1 0.1 -0.1 0.0850
H -0.45019 1.72929 1.49481 0.0 -0.1 -0.1 0.0769
H -0.63561 2.32038 -0.87803 0.0 -0.1 0.0 0.1266
```
Positions in Å, forces in eV/Å.

Relative energy (zero: lowest compared OMol25 entry of this formula, charge and spin)   25.7 kcal per mole
SMILES   C=C[C@H](C)C=O
Max |F|   0.55 eV/A
Frontier orbital gap   10.63 eV
E_HOMO   -9.700 eV
Total energy   -270.51695 hartree